ORCA calculation (wB97M-V/def2-TZVPD) on a molecular structure, C16H34OP2Pb.

Atoms and positions in Å:
P 1.54783 -1.90243 1.72991
P 1.41734 2.60141 2.33220
C 1.47476 -0.19129 1.09019
C 2.14183 0.86198 1.96586
H 0.38680 0.01830 0.95698
H 1.96003 -0.24258 0.09596
H 2.29382 0.46664 2.99008
H 3.13110 1.07480 1.53261
C -0.18606 2.92371 1.51384
H -1.01441 2.63610 2.16498
H -0.28944 2.42751 0.54843
H -0.26226 4.00447 1.35658
C 2.46518 3.54824 1.14403
H 1.99383 3.62699 0.15522
H 3.45826 3.08877 1.06466
H 2.56355 4.54697 1.59073
C 0.28104 -2.90075 0.93681
H 0.10115 -3.81508 1.52136
H 0.61373 -3.17832 -0.07350
H -0.64628 -2.30678 0.89914
C 3.13859 -2.69385 1.46669
H 3.94768 -1.95710 1.40513
H 3.12682 -3.27590 0.53528
H 3.36551 -3.38274 2.29331
Pb -2.55594 -0.47389 -0.76373
C -1.18939 1.21613 -1.74416
C -2.52077 1.41549 -2.16053
C -3.00294 0.94618 -3.51915
C -2.52620 -0.44768 -3.99891
C -2.18322 -1.43965 -2.90672
C -0.96495 -1.54538 -2.22401
C 0.22378 -0.68391 -2.62797
C -0.13085 0.80510 -2.73831
C 1.16802 -1.91605 3.48812
H -0.85100 1.72912 -0.83781
H -3.12021 2.22373 -1.71583
H -2.71807 1.69335 -4.27406
H -4.10389 0.93806 -3.50955
H -3.35571 -0.87306 -4.60002
H -1.72271 -0.33796 -4.73801
H -2.91199 -2.25880 -2.80779
H -0.74340 -2.38881 -1.55588
H 0.63136 -1.02647 -3.59391
H 1.05237 -0.75721 -1.91224
H 0.75776 1.45266 -2.60550
H -0.48343 1.01445 -3.75280
H 1.71793 -1.14239 4.04012
H 1.46311 -2.89324 3.89894
H 0.09016 -1.77081 3.64780
C -1.82920 0.10847 2.48607
O -1.35896 -0.25405 1.21901
H -2.67660 0.81888 2.44123
H -1.04264 0.64568 3.07142
H -2.12284 -0.77699 3.07771

## Properties
E_HOMO (spin up / spin down) (Ha): -0.1546 / -0.1542
Charge: 0
HOMO-LUMO gap (spin up / spin down) (Ha): 0.1574 / 0.1571


ORCA calculation (wB97M-V/def2-TZVPD) on a molecular structure, C16H34OP2Tc.

Atoms and positions in Å:
P 0.13823 -1.65391 1.28822
P -0.00547 1.58296 1.66119
C -0.11282 -0.56255 -0.16164
C 0.34016 0.87714 0.02131
H -1.15740 -0.62065 -0.49142
H 0.48691 -1.01767 -0.94697
H 1.41182 0.99702 -0.20090
H -0.20348 1.52799 -0.66210
C -1.69542 2.25388 1.51678
H -1.83986 2.98689 2.32117
H -2.44072 1.45227 1.62392
H -1.82183 2.75149 0.54915
C 1.10331 2.95623 1.94216
H 1.09534 3.63597 1.07965
H 2.12310 2.58048 2.10795
H 0.76247 3.49731 2.83560
C -1.01678 -3.02822 1.09742
H -0.86212 -3.73625 1.91958
H -0.84545 -3.53371 0.14030
H -2.04658 -2.65134 1.14568
C 1.81923 -2.29319 1.08301
H 2.55118 -1.49677 1.26433
H 1.96085 -2.69293 0.07269
H 1.98359 -3.09326 1.81375
Tc -0.32093 -0.22408 2.93169
C 0.52194 1.57621 -2.92189
C -0.81696 1.64737 -2.79438
C -1.78105 0.95810 -3.71200
C -1.40591 -0.48788 -4.13215
C -0.67106 -1.29968 -3.11048
C 0.66886 -1.41064 -3.04211
C 1.63862 -0.57558 -3.82653
C 1.24016 0.90647 -4.05228
C 0.24371 -2.03907 3.93753
H 1.18661 2.11410 -2.23185
H -1.28885 2.34711 -2.09260
H -1.90385 1.56471 -4.62558
H -2.77330 0.94066 -3.23841
H -2.34774 -1.01681 -4.35227
H -0.83377 -0.44977 -5.06819
H -1.32023 -1.89376 -2.45169
H 1.13505 -2.22117 -2.46612
H 1.80710 -1.04776 -4.81069
H 2.61873 -0.60247 -3.32406
H 2.17475 1.46919 -4.21374
H 0.65818 0.98357 -4.97870
H 1.12959 -1.84622 4.56295
H 0.44279 -2.98494 3.41704
H -0.60415 -2.25077 4.61107
C -0.22294 1.05921 5.86480
O -0.22805 0.58368 4.56058
H -0.78945 1.98158 5.89210
H 0.80763 1.20398 6.16984
H -0.69374 0.29548 6.47727

## Properties
⟨S²⟩: 3.833
E_HOMO (spin up / spin down) (Ha): -0.5116 / -0.5109
Charge: +2
Multiplicity: 4
HOMO-LUMO gap (spin up / spin down) (Ha): 0.1653 / 0.1818


ORCA calculation (wB97M-V/def2-TZVPD) on a molecular structure, C16H34OsP2.

Atoms and positions in Å:
P 1.97864 1.07127 -1.53970
P -0.95545 0.39703 -1.24285
C 1.22225 -0.62526 -2.00295
C -0.05187 -0.32916 -2.71431
H 1.12036 -1.09274 -1.00039
H 1.89485 -1.23698 -2.60093
H -0.05969 0.42105 -3.50068
H -0.46911 -1.26285 -3.11167
C -1.59433 -1.55418 -1.15042
H -2.61150 -1.70707 -0.76731
H -0.87964 -2.16538 -0.58852
H -1.65177 -2.01604 -2.15685
C -2.53901 0.61508 -2.20123
H -2.89468 -0.31867 -2.65428
H -2.38788 1.33140 -3.00155
H -3.33901 0.97311 -1.55240
C 3.40201 -0.01871 -1.25551
H 4.28405 0.54122 -0.98823
H 3.64298 -0.63973 -2.10218
H 3.12509 -0.69850 -0.45925
C 2.20885 1.59756 -3.34575
H 1.32332 1.85901 -3.94659
H 2.64108 0.67165 -3.71833
H 2.92851 2.42263 -3.41586
Os 0.96825 2.61011 -0.59277
C -2.25019 -1.70626 1.94076
C -2.64003 -2.71107 2.71786
C -1.49202 -3.45010 3.40614
C -0.37479 -2.67444 4.17376
C 0.85713 -2.51886 3.26431
C 1.05336 -1.25291 2.66829
C -0.00110 -0.18730 2.68820
C -1.47204 -0.41007 2.36452
C 1.95655 4.38493 -0.99259
H -2.71300 -1.50433 0.95894
H -3.60349 -3.16130 2.67640
H -0.93911 -3.85232 2.51931
H -1.86725 -4.23891 4.06723
H -0.68975 -1.69269 4.55319
H -0.06394 -3.27417 5.06343
H 1.48561 -3.38132 3.12177
H 2.05737 -0.94816 2.41262
H 0.37786 0.56497 2.01599
H -0.02764 0.35618 3.66194
H -2.09831 -0.05701 3.18424
H -1.63407 0.24433 1.49296
H 1.31578 5.12778 -1.55018
H 2.90659 4.38376 -1.51141
H 2.06746 4.80636 0.01977
C -0.68359 3.83528 -0.78877
H -0.33044 4.84626 -0.99807
H -1.18901 4.05263 0.12906
H -1.31423 3.57286 -1.64913

## Properties
⟨S²⟩: 6.021
E_HOMO (spin up / spin down) (Ha): -0.5419 / -0.5316
Charge: +2
Multiplicity: 5
HOMO-LUMO gap (spin up / spin down) (Ha): 0.3039 / 0.1451


ORCA calculation (wB97M-V/def2-TZVPD) on a molecular structure, C16H34P2Pt.

Atoms and positions in Å:
P 0.25468 -2.37046 1.33398
P 0.01728 2.99433 1.77722
C 1.18134 0.51289 0.42068
C 1.28496 2.04163 0.56787
H 0.98263 0.22790 -0.51630
H 2.14713 0.07279 0.69385
H 2.26251 2.39086 0.86155
H 0.97203 2.51268 -0.33237
C -1.47295 3.56403 0.93003
H -2.11832 4.12985 1.58715
H -2.06529 2.76931 0.48229
H -1.16599 4.24569 0.13834
C 1.11092 4.39615 1.88987
H 0.72976 5.22628 1.31184
H 2.08777 4.21226 1.47191
H 1.24579 4.69577 2.90889
C -0.93174 -3.56399 0.49037
H -1.21268 -4.39032 1.12715
H -0.37762 -3.91879 -0.40779
H -1.81544 -2.89641 0.27375
C 1.87956 -3.13068 0.92095
H 2.60457 -2.29225 0.84812
H 1.81290 -3.71235 -0.01996
H 2.02034 -3.76325 1.79790
Pt -0.78781 -0.37981 0.04140
C 0.21266 1.19374 -2.00394
C -1.15266 1.07672 -1.62243
C -2.17528 0.25436 -2.41186
C -1.62769 -1.14077 -2.67664
C -0.83096 -1.70909 -1.53318
C 0.56660 -1.70519 -1.71310
C 1.38197 -0.95850 -2.70285
C 0.84871 0.38037 -3.09667
C 0.00987 -2.81430 3.01957
H 0.78353 2.20196 -1.88230
H -1.48998 1.91674 -0.92618
H -2.53268 0.73776 -3.32397
H -2.99772 0.32160 -1.68729
H -2.53938 -1.66594 -2.76424
H -1.07208 -1.11313 -3.57567
H -1.56603 -2.48567 -1.24739
H 1.14739 -2.54903 -1.32762
H 1.55709 -1.58334 -3.58478
H 2.38461 -0.97949 -2.27726
H 1.78258 0.86721 -3.37784
H 0.17637 0.17941 -3.94671
H 0.69860 -2.23233 3.62935
H 0.16237 -3.82049 3.38854
H -1.03381 -2.58921 3.17665
C -0.73801 1.18578 3.21645
H -1.71734 1.71418 3.30666
H 0.06077 1.61896 3.86762
H -0.94583 0.12362 3.47838

## Properties
⟨S²⟩: 6.036
E_HOMO (spin up / spin down) (Ha): -0.4612 / -0.5565
Charge: +2
Multiplicity: 5
HOMO-LUMO gap (spin up / spin down) (Ha): 0.1600 / 0.2205


It is found that the strongest force on any atom values, taken in the order of the records, are 2.5; 7.3; 9.1; 6.9 eV Å⁻¹.
It is found that the energy values, taken in the order of the records, are -1580.5919; -1468.0233; -1402.3841; -1430.9997 a.u..